[1]
{"formula": "C24H19BBaF2N4O2", "method": "ωB97M-V with the def2-TZVPD basis set", "gap_ha": 0.1956, "lumo_energy_ev": -1.1, "homo_energy_ev": -6.41, "charge": 0, "e_above_lowest_ev": 1.401, "symbols": ["Ba", "C", "O", "C", "N", "C", "C", "C", "C", "C", "C", "C", "C", "C", "C", "C", "C", "N", "C", "N", "C", "C", "O", "C", "C", "C", "C", "C", "C", "H", "H", "H", "H", "H", "H", "H", "H", "H", "H", "H", "H", "H", "H", "H", "H", "H", "H", "H", "F", "B", "F", "N", "C"], "coordinates": [[1.2701, -0.1917, -0.0103], [-0.2610, -1.6073, -4.6047], [-0.9829, -2.2821, -3.5566], [-0.5028, -1.8078, -2.3932], [0.4117, -0.9278, -2.4425], [0.6974, -0.6433, -3.8505], [0.4827, 0.8027, -4.2467], [0.9757, 1.2418, -5.4732], [0.7833, 2.5534, -5.8748], [0.1058, 3.4424, -5.0501], [-0.4038, 3.0025, -3.8390], [-0.2270, 1.6837, -3.4437], [-1.0765, -2.3566, -1.1554], [-2.0831, -3.3130, -1.2103], [-2.5968, -3.7993, -0.0210], [-2.0993, -3.3123, 1.1748], [-1.0922, -2.3558, 1.1338], [-0.5716, -1.9003, -0.0075], [-0.5324, -1.8068, 2.3772], [0.3920, -0.9377, 2.4334], [0.6639, -0.6509, 3.8446], [-0.3155, -1.6007, 4.5902], [-1.0328, -2.2705, 3.5361], [0.4571, 0.7959, 4.2427], [-0.2598, 1.6785, 3.4486], [-0.4401, 2.9941, 3.8528], [0.0729, 3.4289, 5.0640], [0.7588, 2.5381, 5.8799], [0.9543, 1.2296, 5.4693], [-0.9696, -1.0654, -5.2280], [0.2580, -2.3552, -5.2017], [1.7436, -0.8992, -4.0329], [1.5187, 0.5527, -6.1122], [1.1650, 2.8847, -6.8321], [-0.0195, 4.4752, -5.3483], [-0.9446, 3.6748, -3.1854], [-0.6558, 1.3529, -2.5091], [-2.4431, -3.6591, -2.1679], [-3.3722, -4.5531, -0.0265], [-2.4717, -3.6583, 2.1277], [1.7051, -0.9173, 4.0396], [-1.0246, -1.0461, 5.2016], [0.1854, -2.3525, 5.1977], [-0.6912, 1.3508, 2.5147], [-0.9877, 3.6673, 3.2056], [-0.0568, 4.4589, 5.3700], [1.1440, 2.8652, 6.8373], [1.5030, 0.5387, 6.1014], [4.3204, -1.1504, -1.0175], [3.8606, -0.4901, 0.1034], [4.7953, -0.6756, 1.0847], [-1.6325, 1.7586, 0.0021], [-0.4777, 1.6147, 0.0076]], "atomic_forces_ev_per_a": [[0.81, 1.28, -0.15], [0.26, 0.20, -0.11], [-0.26, -0.23, 0.30], [0.35, 0.32, -0.68], [-0.27, -0.21, -0.20], [-0.11, -0.08, -0.29], [0.02, 0.01, 0.10], [0.05, -0.04, 0.05], [0.00, -0.01, -0.06], [-0.01, 0.01, 0.06], [-0.02, 0.03, 0.00], [-0.05, -0.11, -0.03], [-0.29, -0.36, 0.30], [-0.04, 0.06, -0.04], [0.06, 0.00, -0.01], [-0.03, 0.06, 0.06], [-0.30, -0.37, -0.34], [-1.35, -1.44, 0.01], [0.38, 0.35, 0.70], [-0.28, -0.16, 0.15], [-0.11, -0.08, 0.28], [0.26, 0.20, 0.12], [-0.26, -0.25, -0.32], [0.02, 0.00, -0.11], [-0.05, -0.11, 0.04], [-0.03, 0.02, -0.02], [-0.01, 0.02, -0.04], [0.00, -0.01, 0.06], [0.06, -0.04, -0.05], [-0.06, -0.05, 0.04], [-0.03, -0.04, 0.05], [-0.03, -0.03, -0.05], [0.03, 0.04, 0.00], [0.03, 0.00, 0.02], [-0.02, -0.02, -0.03], [0.01, 0.01, -0.02], [0.03, 0.03, 0.11], [0.00, 0.02, 0.00], [-0.01, 0.02, 0.00], [0.00, 0.02, 0.00], [-0.03, -0.03, 0.05], [-0.07, -0.06, -0.04], [-0.02, -0.04, -0.05], [0.03, 0.03, -0.13], [0.02, 0.02, 0.02], [-0.02, -0.02, 0.03], [0.03, 0.00, -0.02], [0.03, 0.04, 0.00], [-0.12, -0.02, -0.20], [2.63, -0.43, 0.47], [0.00, 0.08, -0.05], [-0.02, -0.15, -0.01], [-1.21, 1.53, 0.03]]}

=====

[2]
{"formula": "C54H57IN6OPdSe", "method": "ωB97M-V with the def2-TZVPD basis set", "gap_ha": [0.1670, 0.1631], "lumo_energy_ev": [2.2, 2.2], "homo_energy_ev": [-2.37, -2.26], "charge": -1, "spin_multiplicity": 2, "s2": 0.77, "symbols": ["Pd", "C", "C", "C", "C", "C", "C", "C", "C", "C", "C", "C", "C", "N", "C", "C", "N", "C", "C", "C", "C", "C", "C", "C", "C", "C", "C", "C", "C", "C", "C", "C", "C", "C", "C", "C", "C", "C", "C", "H", "H", "H", "H", "H", "H", "H", "H", "H", "H", "H", "H", "H", "H", "H", "H", "H", "H", "H", "H", "H", "H", "H", "H", "H", "H", "H", "H", "H", "H", "H", "H", "H", "H", "H", "H", "H", "H", "H", "H", "C", "N", "C", "Se", "N", "C", "C", "C", "C", "C", "C", "H", "H", "H", "H", "H", "H", "H", "H", "O", "N", "C", "C", "C", "C", "C", "H", "H", "H", "H", "H", "I", "C", "C", "C", "C", "N", "C", "H", "H", "H", "H"], "coordinates": [[0.0358, 0.3805, -0.7517], [-1.8693, 1.1853, 3.5983], [-0.8616, 1.9558, 2.7449], [-1.1482, 3.4558, 2.8004], [0.5634, 1.6203, 3.1365], [1.1951, 2.2768, 4.1864], [2.4943, 1.9598, 4.5547], [3.1825, 0.9884, 3.8420], [2.5838, 0.3005, 2.7940], [3.3566, -0.7550, 2.0256], [4.7385, -0.2605, 1.5960], [3.4935, -2.0538, 2.8233], [1.2458, 0.5890, 2.4707], [0.6005, -0.1502, 1.4702], [0.1734, -1.3544, 1.7950], [-0.3853, -2.2440, 0.8209], [-0.5306, -1.8888, -0.4350], [-1.2295, -2.7446, -1.2898], [-0.5143, -3.4938, -2.2378], [-1.2071, -4.3528, -3.0825], [-2.5872, -4.4571, -3.0250], [-3.2889, -3.6749, -2.1174], [-2.6344, -2.8152, -1.2445], [-3.4335, -1.9602, -0.2777], [-4.3943, -2.7853, 0.5770], [-4.1842, -0.8594, -1.0295], [0.9983, -3.3970, -2.2963], [1.6508, -4.7015, -1.8398], [1.4865, -2.9848, -3.6835], [-0.7385, -3.5121, 1.5104], [-1.2384, -4.7281, 1.1255], [-1.4460, -5.7284, 2.1183], [-1.1656, -5.5219, 3.4425], [-0.6287, -4.2722, 3.8637], [-0.2812, -3.9002, 5.1937], [0.2290, -2.6525, 5.4356], [0.4440, -1.6966, 4.4026], [0.1199, -2.0332, 3.1131], [-0.4259, -3.3214, 2.8798], [-2.8911, 1.4135, 3.2837], [-1.7727, 1.4576, 4.6534], [-1.7197, 0.1082, 3.5141], [-0.9701, 1.6207, 1.7087], [-1.1315, 3.8322, 3.8265], [-2.1436, 3.6640, 2.3991], [-0.4197, 4.0134, 2.2131], [0.6619, 3.0478, 4.7300], [2.9714, 2.4740, 5.3796], [4.2062, 0.7562, 4.1117], [2.7831, -0.9630, 1.1189], [5.3909, -0.0871, 2.4559], [4.6740, 0.6600, 1.0163], [5.2197, -1.0089, 0.9632], [3.9745, -1.8648, 3.7872], [4.1108, -2.7690, 2.2751], [2.5262, -2.5183, 3.0183], [-0.6552, -4.9442, -3.8049], [-3.1155, -5.1242, -3.6945], [-4.3710, -3.7386, -2.0861], [-2.7242, -1.4697, 0.3921], [-5.1701, -3.2560, -0.0316], [-4.8940, -2.1461, 1.3085], [-3.8649, -3.5700, 1.1180], [-4.8860, -1.2853, -1.7514], [-3.4899, -0.2137, -1.5695], [-4.7546, -0.2434, -0.3283], [1.2852, -2.6101, -1.5948], [1.4062, -5.5241, -2.5177], [1.3115, -4.9791, -0.8403], [2.7376, -4.5987, -1.8166], [1.1637, -3.6966, -4.4482], [2.5770, -2.9331, -3.7055], [1.1024, -1.9998, -3.9517], [-1.4896, -4.9470, 0.0959], [-1.8473, -6.6846, 1.8048], [-1.3431, -6.3051, 4.1701], [-0.4200, -4.6048, 6.0050], [0.4913, -2.3763, 6.4501], [0.8661, -0.7327, 4.6549], [2.4504, 2.6618, 0.4060], [2.6710, 2.9721, -0.9910], [2.8450, 2.0461, -1.9739], [2.7575, 0.2445, -1.8384], [3.0203, 2.7533, -3.1316], [2.8688, 4.1059, -2.9101], [2.8768, 5.2057, -3.7483], [2.6666, 6.4529, -3.1683], [2.4602, 6.5875, -1.7959], [2.4523, 5.4806, -0.9531], [2.6552, 4.2402, -1.5322], [2.0451, 1.6531, 0.4534], [1.7064, 3.3457, 0.8044], [3.3832, 2.7270, 0.9687], [3.0924, 2.2768, -4.0133], [3.0342, 5.1011, -4.8139], [2.6652, 7.3350, -3.7944], [2.3030, 7.5727, -1.3773], [2.2816, 5.5777, 0.1098], [-0.2641, 3.0965, -0.3938], [-1.4362, 3.4496, -0.7861], [-1.6118, 4.6207, -1.4496], [-2.8497, 4.9938, -1.9174], [-3.9425, 4.1592, -1.7204], [-3.7470, 2.9685, -1.0399], [-2.4930, 2.6220, -0.5797], [-0.7038, 5.1947, -1.5670], [-2.9414, 5.9354, -2.4398], [-4.9203, 4.4311, -2.0921], [-4.5576, 2.2754, -0.8673], [-2.2209, 1.6995, -0.0800], [-2.0933, -1.5722, -5.9166], [-1.2398, -0.0418, -4.7875], [-0.5129, 0.9595, -5.4182], [-0.0282, 1.9756, -4.6090], [-0.2746, 1.9527, -3.2488], [-0.9576, 0.9649, -2.6292], [-1.4445, -0.0137, -3.4221], [-0.3610, 0.9567, -6.4876], [0.5127, 2.8131, -5.0335], [0.0812, 2.7469, -2.6052], [-2.0130, -0.7934, -2.9338]], "atomic_forces_ev_per_a": [[-0.03, -0.28, -0.60], [-0.01, -0.06, -0.01], [0.03, 0.01, -0.08], [-0.03, -0.07, 0.02], [-0.06, 0.04, 0.08], [0.02, 0.05, -0.04], [0.01, -0.05, -0.04], [0.01, 0.03, 0.01], [0.08, 0.02, 0.07], [-0.03, 0.01, -0.10], [0.02, -0.01, 0.00], [-0.01, -0.08, -0.02], [-0.06, -0.21, 0.09], [-0.14, 0.30, 0.01], [0.02, -0.17, 0.13], [-0.08, -0.11, 0.05], [-0.19, -0.16, 0.12], [0.14, 0.07, 0.04], [0.03, -0.06, -0.07], [0.05, 0.05, -0.04], [-0.05, 0.05, 0.03], [0.01, -0.02, -0.04], [-0.06, -0.04, -0.01], [0.08, 0.05, 0.04], [-0.01, -0.01, 0.02], [-0.02, 0.01, 0.02], [-0.04, 0.08, 0.03], [-0.01, -0.02, 0.01], [-0.03, -0.02, -0.02], [0.04, 0.13, -0.07], [-0.05, -0.10, 0.04], [0.02, 0.07, -0.04], [0.03, 0.03, 0.01], [-0.03, -0.12, 0.13], [0.01, -0.02, -0.05], [0.01, 0.06, -0.08], [-0.09, -0.04, 0.12], [-0.06, 0.11, -0.12], [-0.01, 0.03, -0.02], [-0.03, 0.00, -0.01], [0.01, 0.00, 0.02], [0.02, 0.00, -0.01], [0.03, 0.03, 0.02], [0.00, 0.02, 0.01], [0.00, -0.01, -0.03], [0.03, 0.04, -0.05], [0.01, 0.02, 0.00], [0.00, 0.01, 0.02], [0.02, 0.00, 0.01], [0.06, -0.01, 0.01], [0.01, 0.01, 0.01], [-0.03, 0.03, 0.00], [-0.01, -0.01, -0.01], [0.02, 0.01, 0.03], [0.01, -0.02, -0.02], [0.14, 0.04, -0.02], [0.00, -0.02, -0.01], [-0.01, -0.01, -0.01], [-0.02, 0.00, -0.01], [-0.02, -0.01, -0.04], [-0.01, -0.01, -0.03], [0.00, 0.02, 0.01], [0.02, -0.01, 0.01], [-0.01, -0.01, -0.02], [-0.01, 0.04, 0.04], [-0.01, 0.02, 0.01], [0.01, -0.02, -0.03], [-0.02, -0.01, -0.02], [0.00, 0.00, 0.02], [0.03, 0.00, 0.01], [0.01, -0.01, -0.01], [0.02, 0.01, 0.01], [-0.03, 0.03, -0.01], [0.00, 0.01, -0.01], [-0.01, -0.02, 0.00], [-0.01, -0.01, 0.01], [-0.01, -0.01, 0.02], [0.00, 0.00, 0.01], [0.00, -0.01, 0.01], [0.00, -0.02, -0.06], [0.07, 0.00, -0.05], [-0.03, 0.11, 0.15], [0.07, -0.14, -0.05], [-0.08, -0.12, -0.08], [-0.04, 0.13, 0.08], [0.01, -0.01, -0.02], [0.00, 0.01, 0.04], [0.01, -0.04, -0.02], [0.00, 0.01, -0.03], [0.00, 0.04, -0.08], [0.03, 0.04, -0.03], [-0.01, 0.00, 0.03], [-0.01, -0.01, 0.01], [-0.03, 0.00, 0.00], [0.00, 0.00, -0.01], [0.00, 0.01, -0.02], [-0.01, 0.01, 0.00], [-0.01, 0.00, 0.02], [-0.21, 0.48, 0.11], [0.12, -0.10, 0.05], [0.03, -0.03, 0.02], [0.03, -0.04, 0.02], [-0.05, -0.02, 0.01], [0.08, -0.02, 0.00], [0.10, 0.07, 0.01], [-0.01, 0.01, 0.00], [-0.02, 0.01, -0.01], [-0.01, 0.00, 0.01], [-0.04, 0.00, -0.01], [-0.07, 0.00, -0.05], [-0.01, -0.08, 0.00], [0.04, 0.03, 0.01], [-0.01, 0.01, 0.06], [0.04, 0.04, -0.03], [0.03, 0.01, 0.06], [0.17, 0.02, 0.23], [0.01, -0.03, 0.07], [0.01, 0.00, -0.02], [0.04, 0.00, -0.01], [0.00, 0.01, -0.01], [0.04, -0.03, -0.02]]}

=====

[3]
{"formula": "C17H15N3O6", "method": "ωB97M-V with the def2-TZVPD basis set", "gap_ha": 0.2847, "lumo_energy_ev": -0.7, "homo_energy_ev": -8.42, "charge": 0, "e_above_lowest_ev": 0.045, "symbols": ["O", "C", "O", "C", "C", "N", "C", "O", "C", "C", "C", "C", "N", "N", "C", "C", "C", "C", "O", "C", "C", "O", "O", "C", "C", "C", "H", "H", "H", "H", "H", "H", "H", "H", "H", "H", "H", "H", "H", "H", "H"], "coordinates": [[2.2950, 6.2056, -2.4919], [2.6702, 5.1009, -2.2063], [1.8439, 4.0426, -2.2048], [4.0646, 4.7243, -1.7853], [4.1561, 4.5597, -0.2533], [3.2703, 3.5334, 0.2404], [3.4969, 2.2241, -0.0664], [4.5313, 1.8356, -0.5666], [2.3449, 1.3340, 0.2514], [1.6457, 1.4200, 1.4548], [0.5572, 0.6076, 1.6868], [0.1079, -0.2609, 0.6853], [-0.9736, -1.0686, 0.9492], [-1.7641, -1.3014, -0.0072], [-2.7476, -2.2446, 0.1503], [-3.8895, -2.1099, -0.6602], [-4.8788, -3.0568, -0.6372], [-4.7540, -4.2062, 0.1568], [-5.7302, -5.1091, 0.1154], [-3.5959, -4.3628, 0.9525], [-3.4414, -5.5803, 1.7550], [-4.2715, -6.4733, 1.8066], [-2.3009, -5.6551, 2.4407], [-2.6179, -3.3729, 0.9579], [0.8256, -0.3610, -0.5143], [1.9473, 0.4113, -0.7132], [0.9543, 4.3054, -2.4896], [4.3327, 3.7711, -2.2418], [4.7532, 5.5040, -2.1069], [3.9185, 5.5009, 0.2454], [5.1789, 4.2629, -0.0086], [2.3242, 3.8023, 0.4601], [1.9770, 2.1079, 2.2196], [0.0104, 0.6611, 2.6158], [-3.9763, -1.2325, -1.2824], [-5.7678, -2.9552, -1.2387], [-5.5001, -5.8586, 0.7125], [-2.2685, -6.4868, 2.9393], [-1.7330, -3.4905, 1.5643], [0.4859, -1.0643, -1.2600], [2.5189, 0.3360, -1.6258]], "atomic_forces_ev_per_a": [[-0.02, 0.19, -0.01], [0.13, 0.34, -0.13], [-0.24, -0.64, -0.02], [-0.05, -0.09, 0.17], [0.24, -0.05, -0.24], [-0.06, 0.09, 0.27], [-0.26, 0.27, 0.31], [0.21, -0.09, -0.25], [-0.20, -0.33, 0.01], [0.23, 0.13, -0.22], [-0.41, -0.32, -0.26], [1.28, 0.96, -0.60], [-2.37, -1.71, -0.09], [2.29, 1.83, 0.23], [-0.93, -1.22, 0.51], [0.31, -0.12, 0.30], [-0.18, -0.24, 0.08], [0.37, 0.15, 0.15], [-0.17, -0.17, -0.01], [-0.15, 0.08, -0.05], [-0.26, -0.33, 0.05], [0.01, 0.03, -0.01], [0.38, 0.14, 0.14], [0.00, 0.44, -0.26], [-0.38, -0.11, 0.29], [0.14, 0.27, 0.09], [0.20, 0.24, 0.02], [0.05, 0.06, -0.01], [-0.08, -0.02, -0.04], [0.06, -0.08, 0.01], [-0.10, 0.16, 0.01], [0.07, -0.12, -0.06], [0.01, 0.07, 0.06], [-0.02, -0.06, 0.11], [0.02, 0.06, -0.11], [-0.10, 0.01, -0.07], [0.09, 0.22, -0.07], [-0.23, 0.07, -0.16], [0.06, -0.01, 0.00], [0.01, -0.04, -0.05], [0.05, -0.03, -0.08]]}

=====

| no. | largest force on an atom (eV/Å) |
| --- | --- |
| 1 | 2.705 |
| 2 | 0.664 |
| 3 | 2.938 |